A 5-piece molecular cluster, C18H37N2O10 overall at a distorted geometry. Source: the Open Molecules 2025 dataset; level of theory: wB97M-V/def2-TZVPD.

Computed properties:
Total energy, eV: -42718.727
E_LUMO, eV: 1.9095
Kohn-Sham gap, eV: 5.41
Charge: -1

Bonds (Å) are listed after each position.
Cartesian coordinates (Å):
1 O 0.569 0.810 0.212  H2 0.985, H3 0.990, H4 1.054
2 H 1.534 0.988 0.299  O1 0.985
3 H 0.383 0.545 -0.724  O1 0.990
4 H 0.054 1.716 0.373  O1 1.054
5 C -1.519 4.944 0.932  C6 1.392, C11 1.413, H15 1.081
6 C -0.997 3.747 0.451  C5 1.392, C7 1.567, O14 1.280
7 C -0.928 3.538 -1.101  C6 1.567, O8 1.263, C9 1.394
8 O -0.471 2.441 -1.528  C7 1.263
9 C -1.136 4.662 -1.900  C7 1.394, C10 1.417, H16 1.084
10 C -1.672 5.877 -1.406  C9 1.417, C11 1.517, O13 1.238
11 C -1.892 6.015 0.089  C5 1.413, C10 1.517, O12 1.233
12 O -2.469 6.997 0.560  C11 1.233
13 O -1.965 6.781 -2.199  C10 1.238
14 O -0.657 2.797 1.238  C6 1.280
15 H -1.603 5.074 2.002  C5 1.081
16 H -1.037 4.467 -2.962  C9 1.084
17 O 0.643 0.086 -2.368  H18 0.961, H19 0.966
18 H 0.750 -0.681 -2.937  O17 0.961
19 H 0.618 0.856 -2.950  O17 0.966
20 C 3.039 4.371 -2.972  O21 1.410, H29 1.086, H30 1.099, H31 1.101
21 O 3.507 4.576 -1.658  C20 1.410, C22 1.414
22 C 2.750 3.913 -0.665  O21 1.414, C23 1.527, H32 1.097, H33 1.094
23 C 3.538 2.696 -0.186  C22 1.527, N24 1.485, H34 1.099, H35 1.091
24 N 2.923 2.114 1.035  C23 1.485, C25 1.461, H36 1.016
25 C 3.787 1.158 1.724  N24 1.461, C26 1.504, H37 1.095, H38 1.096
26 C 4.269 0.069 0.805  C25 1.504, O27 1.413, H39 1.098, H40 1.099
27 O 3.179 -0.681 0.309  C26 1.413, C28 1.423
28 C 3.531 -1.447 -0.838  O27 1.423, H41 1.092, H42 1.087, H43 1.095
29 H 3.498 5.101 -3.633  C20 1.086
30 H 1.947 4.488 -3.010  C20 1.099
31 H 3.199 3.343 -3.330  C20 1.101
32 H 1.761 3.608 -1.030  C22 1.097
33 H 2.542 4.652 0.115  C22 1.094
34 H 4.542 3.059 0.073  C23 1.099
35 H 3.585 2.012 -1.035  C23 1.091
36 H 2.842 2.987 1.548  N24 1.016
37 H 3.162 0.651 2.467  C25 1.095
38 H 4.641 1.624 2.229  C25 1.096
39 H 4.947 -0.638 1.301  C26 1.098
40 H 4.846 0.517 -0.016  C26 1.099
41 H 3.871 -0.804 -1.652  C28 1.092
42 H 2.612 -1.957 -1.118  C28 1.087
43 H 4.289 -2.171 -0.520  C28 1.095
44 C -2.856 -0.049 0.794  O45 1.440, H53 1.089, H54 1.090, H55 1.088
45 O -3.339 -1.372 1.095  C44 1.440, C46 1.410
46 C -3.416 -2.219 -0.030  O45 1.410, C47 1.505, H56 1.099, H57 1.099
47 C -3.926 -3.582 0.352  C46 1.505, N48 1.465, H58 1.093, H59 1.101
48 N -2.869 -4.365 0.996  C47 1.465, C49 1.453, H60 1.011
49 C -3.281 -5.581 1.676  N48 1.453, C50 1.529, H61 1.088, H62 1.097
50 C -2.020 -6.408 1.935  C49 1.529, O51 1.418, H63 1.089, H64 1.099
51 O -2.320 -7.716 2.392  C50 1.418, C52 1.410
52 C -2.578 -8.618 1.339  O51 1.410, H65 1.097, H66 1.087, H67 1.099
53 H -3.567 0.594 1.311  C44 1.089
54 H -2.844 0.199 -0.267  C44 1.090
55 H -1.874 0.024 1.256  C44 1.088
56 H -2.425 -2.273 -0.501  C46 1.099
57 H -4.127 -1.774 -0.741  C46 1.099
58 H -4.160 -4.172 -0.539  C47 1.093
59 H -4.805 -3.384 0.984  C47 1.101
60 H -2.244 -3.754 1.504  N48 1.011
61 H -3.938 -6.116 0.993  C49 1.088
62 H -3.719 -5.336 2.651  C49 1.097
63 H -1.333 -5.963 2.653  C50 1.089
64 H -1.490 -6.453 0.973  C50 1.099
65 H -3.307 -8.252 0.606  C52 1.097
66 H -2.944 -9.558 1.744  C52 1.087
67 H -1.632 -8.769 0.802  C52 1.099